ORCA calculation (the ωB97M-V functional and the def2-TZVPD basis) on a molecular structure, C6H12O.

Energy above the lowest of the compared OMol25 structures with the same formula, charge and spin in eV: 3.991
M in u: 100.16
F_max in Eh/bohr: 0.0815
HOMO in eV: -8.65
Total charge: 0
Kohn-Sham gap in eV: 9.60
E in Eh: -310.91262

CARTESIAN COORDINATES (ANGSTROEM)
1 C 1.37771 -0.45651 1.71765
2 C -0.83441 1.65178 0.92628
3 C -1.79372 -0.29548 -1.46931
4 C 1.26656 -0.96235 -1.24195
5 C -0.11565 0.57861 0.17706
6 C -0.42801 -0.11505 -0.90348
7 O 1.26106 0.38308 0.55545
8 H 0.88657 0.00754 2.57700
9 H 2.43962 -0.58371 1.93169
10 H 0.93682 -1.44407 1.54889
11 H -1.72328 1.95750 0.36740
12 H -1.13602 1.32750 1.92608
13 H -0.19857 2.53685 1.03975
14 H -2.57646 0.18825 -0.86611
15 H -2.04121 -1.36151 -1.52454
16 H -1.85287 0.10467 -2.48516
17 H 2.30566 -0.77052 -0.97618
18 H 0.98690 -1.97889 -0.99115
19 H 1.23934 -0.76770 -2.30936

Want to see where the charge sits? The Löwdin charges in e are: C -0.08; C -0.03; C -0.07; C 0.03; C -0.36; C -0.11; O -0.23; H 0.08; H 0.09; H 0.09; H 0.07; H 0.08; H 0.09; H 0.08; H 0.08; H 0.07; H 0.06; H 0.04; H 0.03

***

ORCA calculation (the ωB97M-V functional and the def2-TZVPD basis) on 2 unconnected molecules or ions with the total composition C4H9ClNO.

Energy above the lowest of the compared OMol25 structures with the same formula, charge and spin in eV: 0.000
M in u: 122.58
F_max in Eh/bohr: 0.0965
HOMO (alpha / beta) in eV: -11.07 / -15.60
Total charge: +1
Multiplicity: 3
Kohn-Sham gap (alpha / beta) in eV: 6.68 / 9.99
E in Eh: -747.56291

CARTESIAN COORDINATES (ANGSTROEM)
1 C -2.23490 0.65895 -0.24294
2 C 0.94259 0.58384 1.14414
3 C 1.09303 -1.56155 -0.20543
4 C 0.69039 -0.13602 -0.07692
5 N 0.50137 0.48855 -1.18039
6 O -3.48489 1.02276 -0.31308
7 Cl -1.98975 -0.80013 0.62531
8 H 0.61002 1.55356 1.14060
9 H 2.07261 0.54707 1.46877
10 H 0.33529 0.19567 1.94716
11 H 1.15635 -2.15043 -1.07031
12 H 0.74026 -2.05699 0.68602
13 H 2.26910 -1.52931 0.09583
14 H 0.39049 -0.10517 -1.92632
15 H 0.54469 1.52322 -1.24707
16 H -3.63664 1.76596 -0.84538

Want to see where the charge sits? The Löwdin charges in e are: C -0.54; C -0.03; C -0.01; C -0.46; N 0.25; O -0.01; Cl 0.74; H 0.07; H 0.17; H 0.09; H 0.08; H 0.09; H 0.18; H 0.12; H 0.19; H 0.09

***

ORCA calculation (the ωB97M-V functional and the def2-TZVPD basis) on a molecular structure, C22H13Cl3N3OPt.

Energy above the lowest of the compared OMol25 structures with the same formula, charge and spin in eV: 0.000
M in u: 636.80
F_max in Eh/bohr: 0.0078
HOMO (alpha / beta) in eV: -2.32 / -2.32
Total charge: -1
Kohn-Sham gap (alpha / beta) in eV: 3.80 / 3.81
E in Eh: -2585.62216

CARTESIAN COORDINATES (ANGSTROEM)
1 Pt -1.15916 0.26511 0.28765
2 Cl 0.21902 -2.68708 6.79670
3 C -0.02309 -1.68906 5.37664
4 C 0.08946 -0.29078 5.48244
5 C -0.11408 0.49087 4.38533
6 C -0.44614 -0.04690 3.10221
7 O -0.63382 0.79861 2.16302
8 C -0.53118 -1.48457 3.01300
9 C -0.83267 -2.23528 1.83342
10 N -1.03577 -1.73463 0.66418
11 C -1.36702 -2.51139 -0.46857
12 C -1.38502 -3.87591 -0.56258
13 C -1.74822 -4.51043 -1.76893
14 C -2.07968 -3.79028 -2.87980
15 C -2.05679 -2.37751 -2.83135
16 C -2.36144 -1.54118 -3.93491
17 C -2.29091 -0.18959 -3.79412
18 C -1.92884 0.36919 -2.54893
19 N -1.66260 -0.38522 -1.51724
20 C -1.70559 -1.75199 -1.62706
21 C -0.32247 -2.26083 4.17994
22 H 0.33767 0.15547 6.43680
23 H -0.03829 1.56801 4.45048
24 H -0.90739 -3.31528 1.97089
25 H -1.11272 -4.48449 0.28922
26 H -1.75941 -5.59217 -1.80992
27 H -2.35678 -4.28732 -3.80114
28 H -2.63885 -1.99148 -4.88101
29 H -2.50936 0.47003 -4.62259
30 H -1.84653 1.43811 -2.35198
31 H -0.40445 -3.33974 4.11318
32 Cl -0.44314 4.89691 -0.83582
33 C -1.81908 4.43467 0.14485
34 C -2.56772 5.43570 0.71137
35 C -3.68346 5.14474 1.49638
36 C -4.03162 3.80734 1.65084
37 C -3.27981 2.80236 1.08380
38 Cl -3.92893 1.17184 1.23613
39 C -2.06327 3.01258 0.30350
40 N -1.28269 2.13755 -0.28026
41 H -2.27039 6.46452 0.54464
42 H -4.26703 5.93334 1.95261
43 H -4.92030 3.53933 2.21104

Want to see where the charge sits? The Löwdin charges in e are: Pt 1.10; Cl 0.60; C -0.68; C -0.11; C 0.00; C -0.34; O -0.20; C -0.13; C -0.09; N -0.10; C -0.18; C -0.01; C -0.08; C -0.04; C -0.16; C -0.02; C -0.03; C -0.09; N -0.08; C -0.14; C -0.09; H 0.10; H 0.12; H 0.11; H 0.10; H 0.10; H 0.11; H 0.11; H 0.11; H 0.10; H 0.10; Cl 0.57; C -0.63; C -0.19; C -0.17; C -0.19; C -0.61; Cl 0.57; C -0.54; N -0.24; H 0.08; H 0.07; H 0.08

***

ORCA calculation (the ωB97M-V functional and the def2-TZVPD basis) on a molecular structure, C46H28F6N5O4PtS2.

M in u: 1087.96
F_max in Eh/bohr: 0.0423
HOMO (alpha / beta) in eV: -10.39 / -10.39
Total charge: +1
Kohn-Sham gap (alpha / beta) in eV: 4.08 / 4.08
E in Eh: -3859.10373

CARTESIAN COORDINATES (ANGSTROEM)
1 Pt 0.17232 0.40656 0.12025
2 C 3.36932 -5.12574 4.24405
3 C 3.88512 -3.87134 4.53075
4 C 3.42102 -2.75364 3.85965
5 C 2.45612 -2.88994 2.86375
6 C 1.96672 -4.15964 2.55275
7 C 2.40482 -5.26454 3.25835
8 C 1.92492 -1.74254 2.10735
9 C 1.15842 -0.77094 2.73905
10 C 1.04572 -0.56774 4.16705
11 C 0.47962 0.64476 4.35285
12 C 0.14602 1.16156 3.04465
13 C -0.43498 2.39956 2.78325
14 C -0.27168 3.48096 3.77225
15 C -1.03128 3.62576 4.92485
16 C -0.74308 4.64786 5.81165
17 C 0.30932 5.51576 5.56525
18 C 1.06242 5.37916 4.40935
19 C 0.76572 4.37716 3.50765
20 C -1.07728 2.71136 1.55905
21 N -0.99478 1.96936 0.40725
22 C -1.88308 2.49046 -0.47655
23 C -2.08988 2.05356 -1.82755
24 C -3.41098 2.28416 -2.38845
25 C -4.49428 1.94326 -1.55635
26 C -5.79108 2.02646 -2.01495
27 C -6.04698 2.47126 -3.30295
28 C -4.98918 2.83116 -4.12565
29 C -3.68448 2.73716 -3.68285
30 C -1.09088 1.33986 -2.49795
31 C -0.96418 1.12706 -3.92495
32 C 0.20932 0.49616 -4.13485
33 C 0.79142 0.23856 -2.83905
34 N -0.02968 0.75596 -1.87525
35 C 1.97442 -0.45664 -2.62125
36 C 2.35252 -1.01784 -1.37635
37 C 3.34952 -2.01694 -1.20715
38 C 3.26782 -2.44024 0.09595
39 C 2.25922 -1.66074 0.72625
40 N 1.72492 -0.79584 -0.18115
41 C 2.91152 -0.67334 -3.74645
42 C 3.83422 0.32796 -4.04405
43 C 4.78502 0.12936 -5.02925
44 C 4.81532 -1.05884 -5.74085
45 C 3.88532 -2.04904 -5.46015
46 C 2.94042 -1.86324 -4.46545
47 C -2.54188 3.59586 0.11635
48 C -2.02038 3.74846 1.38645
49 N 0.53392 0.26396 2.10045
50 H 3.71612 -5.99104 4.78645
51 H 4.65262 -3.76254 5.28065
52 H 3.82702 -1.77634 4.07475
53 H 1.22372 -4.25604 1.77805
54 H 1.98892 -6.23394 3.03615
55 H 1.40062 -1.25074 4.91185
56 H 0.26622 1.15226 5.27215
57 H -1.84988 2.94726 5.11165
58 H -1.34078 4.76106 6.70235
59 H 0.54112 6.29706 6.27085
60 H 1.88472 6.04846 4.20935
61 H 1.34692 4.25556 2.60455
62 H -4.29038 1.54916 -0.57285
63 H -6.60758 1.73746 -1.37205
64 H -7.06158 2.54456 -3.66135
65 H -5.18728 3.19096 -5.12255
66 H -2.88678 3.07916 -4.32405
67 H -1.69608 1.41096 -4.64905
68 H 0.63162 0.18586 -5.06915
69 H 3.99282 -2.39764 -1.97435
70 H 3.84242 -3.21124 0.56825
71 H 3.82022 1.25136 -3.48525
72 H 5.50592 0.90586 -5.23525
73 H 5.56392 -1.21374 -6.50345
74 H 3.89802 -2.97474 -6.01475
75 H 2.22592 -2.63674 -4.22915
76 H -3.28588 4.20066 -0.36175
77 H -2.28678 4.47556 2.12795
78 F -4.72078 -1.52234 0.05955
79 C -4.23118 -2.01364 -1.07605
80 F -5.12368 -1.80064 -2.03475
81 F -4.07908 -3.32594 -0.92675
82 S -2.58108 -1.18374 -1.51825
83 O -2.31388 -0.29554 -0.41065
84 O -2.84778 -0.57234 -2.78015
85 N -1.52388 -2.32604 -1.67485
86 S -0.63388 -2.85454 -0.49675
87 O 0.65142 -3.25674 -0.96945
88 O -0.64738 -2.04574 0.69915
89 C -1.45548 -4.47144 0.01645
90 F -2.43418 -4.23804 0.88595
91 F -0.56938 -5.26764 0.61525
92 F -1.93778 -5.11574 -1.03535

Want to see where the charge sits? The Löwdin charges in e are: Pt 1.34; C -0.06; C -0.06; C -0.03; C -0.19; C 0.00; C -0.05; C 0.01; C -0.19; C 0.04; C 0.04; C -0.18; C 0.00; C -0.21; C -0.03; C -0.06; C -0.06; C -0.06; C -0.01; C -0.20; N -0.05; C -0.21; C 0.00; C -0.17; C -0.02; C -0.04; C -0.04; C -0.05; C -0.01; C -0.23; C 0.03; C 0.05; C -0.18; N 0.00; C 0.01; C -0.21; C 0.04; C 0.03; C -0.22; N -0.05; C -0.21; C -0.01; C -0.06; C -0.07; C -0.06; C -0.03; C 0.03; C 0.04; N -0.01; H 0.11; H 0.11; H 0.12; H 0.10; H 0.11; H 0.12; H 0.12; H 0.13; H 0.11; H 0.11; H 0.11; H 0.13; H 0.12; H 0.12; H 0.11; H 0.11; H 0.12; H 0.11; H 0.13; H 0.12; H 0.13; H 0.12; H 0.11; H 0.11; H 0.11; H 0.13; H 0.12; H 0.12; F 0.14; C -0.64; F 0.15; F 0.14; S 0.62; O -0.34; O -0.25; N -0.26; S 0.60; O -0.25; O -0.33; C -0.66; F 0.14; F 0.13; F 0.15